Density functional theory data (ωB97M-V with the def2-TZVPD basis set) for 5 unconnected molecules or ions with the total composition C65H41IO11 at a distorted geometry.

Calculated values
total energy = -98686.657 eV
SMILES string = C#CC[C@]1(I)OC(=O)O[C@@H]1CC=C.O=C1c2ccccc2C(=O)c2ccccc21.O=C1c2ccccc2C(=O)c2ccccc21.O=C1c2ccccc2C(=O)c2ccccc21.O=C1c2ccccc2C(=O)c2ccccc21
HOMO level = -7.9 eV
lowest unoccupied orbital energy = -1.138 eV
charge = 0

Atoms and positions in Å:
H -4.234 -2.552 3.586
H 7.413 -10.994 7.083
H 7.056 -10.599 4.669
C 0.919 3.448 -7.845
H -3.745 -1.049 1.686
C 1.352 3.478 -6.519
C 2.213 2.742 0.796
O -9.019 4.989 -2.281
C 4.592 -7.239 1.737
C 3.094 -5.420 2.260
C 0.803 2.006 0.524
H -3.925 4.393 0.949
C 5.573 4.246 -9.377
C -5.421 3.267 -3.290
H -2.372 2.771 -7.330
C 0.171 -2.403 5.076
C -0.650 -5.087 8.291
H -3.627 3.365 -1.278
I -0.547 1.426 -2.266
C -8.703 3.122 -6.014
H 5.408 4.280 -5.985
C -0.893 2.977 -5.778
H -0.858 -5.761 9.116
H -0.770 3.186 -9.165
C -1.010 2.621 1.833
C -6.557 3.241 -4.238
H -9.824 4.153 -4.500
H 2.458 -4.603 1.934
C 5.743 -8.913 4.977
C -4.736 4.423 0.227
H -9.542 3.067 -6.701
C 3.305 3.883 -8.632
C 5.317 -8.327 7.282
C -1.670 -0.802 2.208
C -0.278 2.664 -0.482
H 3.695 -5.957 0.263
C -1.684 -4.667 7.460
H -7.345 2.112 -7.346
C -0.045 4.165 -1.049
C -7.958 4.462 -2.573
O -1.497 3.194 2.854
C 4.045 -6.748 4.039
H 7.038 4.534 -7.825
C 2.878 4.384 2.868
O 3.136 3.839 -5.036
C 6.150 -9.362 7.699
C -2.955 -1.313 2.384
C -0.890 5.273 -0.197
O 1.298 -1.960 4.920
H 5.124 -7.833 1.000
C -6.828 4.469 -1.618
H -5.440 2.215 -5.776
O -1.429 2.709 0.446
C -1.328 2.967 -7.102
O -4.341 2.791 -3.603
C 6.769 -10.182 6.757
C 4.231 4.020 -9.668
H -2.697 -5.017 7.642
C 5.563 -8.662 3.530
H 1.043 0.981 0.056
H 6.316 -9.531 8.759
H 2.659 3.888 3.891
C 1.878 3.660 -8.951
H 1.316 4.953 1.374
H -1.459 -0.136 1.377
H 2.685 -5.098 4.344
H 3.910 3.946 -10.703
C 2.073 4.128 1.656
H 2.832 2.031 1.488
H 0.345 -0.752 2.949
C 5.993 4.348 -8.052
C -4.570 3.842 -1.027
H 6.293 4.345 -10.184
C -0.923 -2.011 4.161
O -3.655 -3.794 5.682
C -6.986 5.067 -0.365
C 0.919 -3.774 7.010
H 1.056 4.474 -1.166
H -0.506 4.202 -2.121
C -7.785 3.798 -3.884
O 3.618 -6.332 6.308
C -3.229 -2.160 3.454
C -1.313 6.046 0.797
C -6.397 2.641 -5.490
H 0.775 3.247 -4.450
C -0.425 3.201 -8.135
C 3.729 3.960 -7.305
H 3.738 5.154 2.785
H -1.597 2.785 -4.973
C -0.655 -1.150 3.094
C -1.418 -3.804 6.395
O 1.499 3.647 -10.111
C -5.614 3.870 -1.954
O 0.152 1.761 1.800
C 5.074 4.205 -7.016
C -8.860 3.733 -4.773
C -5.940 5.043 0.554
O 6.108 -9.377 2.705
C 5.107 -8.104 5.919
C 2.766 3.768 -6.198
H 4.836 -7.694 8.022
C 3.223 -5.700 3.617
H 2.867 2.880 -0.152
C 4.718 -7.527 3.098
C -7.469 2.583 -6.375
C -2.213 -2.507 4.349
H -7.924 5.547 -0.101
C -2.517 -3.396 5.491
C 3.786 -6.183 1.321
H 1.462 -4.987 8.701
C 0.444 3.237 -5.486
C 4.209 -7.011 5.486
H 1.936 -3.433 6.839
C 0.653 -4.649 8.061
C -0.118 -3.346 6.179
C 6.567 -9.959 5.398
H -1.536 6.628 1.776
H -6.067 5.504 1.530